1.
A 2-piece molecular cluster, C17H29N6O4 overall, computed with the ωB97M-V functional and the def2-TZVPD basis.

Structure (ORCA input):
```
! RIJCOSX wB97M-V def2-TZVPD def2/J DEFGRID3
* xyz 1 1
O -0.6643 1.3679 -5.3477
O 0.4068 -1.6748 5.2107
O 1.5201 -4.5744 1.9330
O -1.2230 3.5358 -5.9233
C -1.3046 2.1838 -6.0162
C -0.6020 -2.3663 5.1574
C 1.1763 -3.8468 2.8573
C 0.4288 0.0160 -2.4520
C 0.8501 3.2833 -1.5811
C -0.3673 3.4500 -0.9143
C 0.9199 3.4870 -2.9627
C -1.4331 4.0375 -3.0022
C -1.5046 3.8329 -1.6231
C -0.2208 3.8614 -3.6895
N -0.7650 0.5164 -2.5705
N -2.6985 4.0167 -0.9527
N 1.9632 -3.6112 3.9093
N 0.9102 -0.4516 -1.3123
N -0.9509 -3.0845 4.0817
N 1.1502 0.0037 -3.5338
C -1.5294 -2.4351 6.3487
C -0.1197 4.0906 -5.1831
C 3.2918 -4.1877 4.1111
C 0.2330 -0.4875 -0.0003
C 0.3447 -1.8741 0.6490
C -0.2299 -1.8430 2.0744
C -0.2255 -3.2103 2.7918
H -2.0429 1.7867 -6.7077
H 1.7434 3.0149 -1.0240
H -0.4204 3.3047 0.1599
H 1.8749 3.3702 -3.4671
H -2.3204 4.3425 -3.5480
H -1.3232 0.6806 -1.7549
H -1.0179 0.9405 -3.4525
H -3.4267 4.5311 -1.4477
H -2.6402 4.1691 0.0533
H 1.6161 -2.9556 4.5999
H 1.8416 -0.8312 -1.3420
H -1.8011 -3.6196 4.1764
H 0.7356 0.3822 -4.3782
H 2.0730 -0.3869 -3.5443
H -1.1470 -1.7811 7.1324
H -2.5243 -2.1023 6.0580
H -1.5712 -3.4576 6.7213
H 0.8207 3.6743 -5.5613
H -0.0862 5.1697 -5.3648
H 3.2458 -5.2730 4.0016
H 3.6567 -3.9454 5.1105
H 3.9873 -3.7914 3.3696
H -0.8242 -0.2356 -0.0966
H 0.7007 0.2496 0.6562
H -0.2017 -2.6030 0.0488
H 1.3959 -2.1611 0.6884
H 0.3528 -1.1303 2.6595
H -1.2577 -1.4792 2.0274
H -0.7964 -3.8983 2.1666
*
```

Results
molecular weight = 381.5 g mol⁻¹
HOMO-LUMO gap = 8.89 eV
electronic energy = -1294.57398 a.u.

Results of the natural (NBO) charge analysis, in e, for atoms 1 through 8:
1 O -0.6844
2 O -0.6612
3 O -0.6462
4 O -0.4724
5 C 0.6905
6 C 0.6868
7 C 0.6488
8 C 0.6785



2.
C13H18Cl2FeN2OPS2 as an isolated structure, computed with the ωB97M-V functional and the def2-TZVPD basis.

Structure (ORCA input):
```
! RIJCOSX wB97M-V def2-TZVPD def2/J DEFGRID3
* xyz 2 6
Fe -0.1122 0.4490 0.5914
Cl 2.0443 -0.4547 0.4579
C 2.6972 -0.3466 2.0699
C 4.0395 -0.5271 2.2508
C 4.5566 -0.4629 3.5511
C 3.7318 -0.2433 4.6388
C 2.3684 -0.0716 4.4578
Cl 1.3604 0.1742 5.8069
C 1.8114 -0.0944 3.1470
S 0.1401 0.1927 2.9124
H 4.6866 -0.7247 1.4071
H 5.6186 -0.5991 3.7030
H 4.1412 -0.2030 5.6388
C -4.3085 -1.1452 -0.2379
P -2.5936 -1.6738 -0.3438
C -2.2270 -2.6575 1.1219
C -2.4315 -2.6717 -1.8312
O -1.6290 -0.4866 -0.4035
H -4.9578 -2.0225 -0.2347
H -4.5631 -0.5267 -1.0979
H -4.4724 -0.5833 0.6811
H -2.8131 -3.5751 1.1647
H -2.4582 -2.0502 1.9987
H -1.1656 -2.9082 1.1220
H -3.0590 -3.5612 -1.7674
H -1.3928 -2.9684 -1.9704
H -2.7510 -2.0765 -2.6870
C 2.1414 2.4751 -2.6301
N 0.6960 2.4053 -2.7784
C 0.0167 2.3423 -3.9782
C -1.3045 2.3628 -3.6972
N -1.4069 2.4429 -2.3291
C -0.1864 2.4637 -1.7678
S 0.1472 2.6669 -0.0918
H 2.5835 2.6615 -3.6041
H 2.5378 1.5410 -2.2357
H 2.4036 3.2877 -1.9569
H 0.5265 2.2950 -4.9244
H -2.1562 2.3513 -4.3536
H -2.2599 2.5229 -1.8004
*
```

Results
molecular weight = 440.2 g mol⁻¹
<S²> = 8.7875
HOMO-LUMO gap (alpha / beta) = 9.24 / 5.66 eV
electronic energy = -4012.31046 a.u.

Results of the natural (NBO) charge analysis, in e, for atoms 1 through 8:
1 Fe 1.2975
2 Cl 0.0543
3 C -0.0134
4 C -0.2160
5 C -0.0719
6 C -0.2261
7 C 0.0278
8 Cl 0.1508



3.
C58H56N7OPTaTe as an isolated structure, computed with the ωB97M-V functional and the def2-TZVPD basis.

Structure (ORCA input):
```
! RIJCOSX wB97M-V def2-TZVPD def2/J DEFGRID3
* xyz 3 1
Ta 0.1146 -0.1366 0.0460
C -2.6962 1.7902 2.8746
C -1.8629 1.9722 1.6486
O -1.2348 0.9923 1.1287
N -1.7445 3.1694 1.1330
C -0.7975 3.4767 0.0575
C 0.6084 3.4837 0.5916
C 1.2135 4.6883 0.8957
C 2.4748 4.6880 1.4725
C 3.0812 3.4715 1.7087
C 2.4115 2.3114 1.3584
N 1.1859 2.2905 0.8295
H -2.7228 0.7514 3.1895
H -3.7109 2.1397 2.6872
H -2.2725 2.3940 3.6802
H -2.2388 3.9267 1.5850
H -1.0699 4.4393 -0.3677
H -0.9311 2.7275 -0.7222
H 0.7035 5.6168 0.6724
H 2.9696 5.6178 1.7206
H 4.0672 3.4020 2.1466
H 2.8912 1.3557 1.5024
C -0.4155 1.6763 -5.6022
C -0.8338 2.1042 -4.3486
C -0.6079 1.2986 -3.2472
C 0.0341 0.0825 -3.3790
C 0.4490 -0.3573 -4.6312
C 0.2203 0.4458 -5.7361
N 0.2410 -0.7021 -2.1948
N 0.6818 -1.8468 -2.4023
C 0.6744 -2.6921 -1.3001
C 1.1123 -3.9869 -1.5259
C 0.9345 -4.9491 -0.5379
C 0.2696 -4.6042 0.6266
C -0.1320 -3.2864 0.8540
C 0.1076 -2.2814 -0.0710
H -0.5856 2.2964 -6.4718
H -1.3317 3.0594 -4.2368
H -0.9424 1.6148 -2.2655
H 0.9458 -1.3105 -4.7381
H 0.5452 0.1096 -6.7113
H 1.5455 -4.2294 -2.4879
H 1.2687 -5.9651 -0.6990
H 0.0648 -5.3533 1.3808
H -0.6463 -3.0801 1.7819
N -3.0184 -0.8030 -2.4650
P -2.5533 -0.4630 -0.8957
C -3.6163 1.0020 -0.6471
C -4.5146 1.0175 0.4217
C -5.3740 2.0938 0.6064
C -5.3484 3.1669 -0.2722
C -4.4745 3.1487 -1.3529
C -3.6182 2.0750 -1.5440
C -3.2255 -1.7317 0.2100
C -2.8812 -1.7683 1.5604
C -3.4052 -2.7416 2.3959
C -4.2799 -3.6926 1.8868
C -4.6367 -3.6546 0.5465
C -4.1147 -2.6790 -0.2916
C -2.7182 -1.9363 -3.2497
C -3.2108 -2.0222 -4.5478
C -2.9400 -3.1755 -5.2581
C -2.1959 -4.1848 -4.6568
C -1.7464 -3.9824 -3.3679
N -1.9974 -2.8727 -2.6626
H -3.7481 -0.2072 -2.8287
H -4.5734 0.1735 1.0968
H -6.0841 2.0783 1.4237
H -6.0293 3.9970 -0.1381
H -4.4805 3.9622 -2.0670
H -2.9890 2.0667 -2.4242
H -2.2229 -1.0171 1.9768
H -3.1420 -2.7526 3.4465
H -4.6917 -4.4545 2.5351
H -5.3291 -4.3844 0.1489
H -4.4091 -2.6625 -1.3311
H -3.7894 -1.2168 -4.9816
H -3.3095 -3.2897 -6.2685
H -1.9787 -5.1075 -5.1751
H -1.1669 -4.7442 -2.8603
Te 0.3622 -0.6968 3.1241
C 1.0813 -2.5664 3.7432
C 0.3089 -3.2391 4.6819
C 0.7498 -4.4625 5.1717
C 1.9493 -4.9980 4.7260
C 2.7116 -4.3202 3.7821
C 2.2794 -3.1021 3.2809
C 1.8793 0.5189 3.9301
C 1.4551 1.6071 4.6842
C 2.3993 2.4338 5.2811
C 3.7514 2.1605 5.1326
C 4.1647 1.0627 4.3864
C 3.2308 0.2379 3.7769
H -0.6181 -2.8158 5.0489
H 0.1596 -4.9872 5.9109
H 2.2953 -5.9455 5.1167
H 3.6468 -4.7405 3.4363
H 2.8727 -2.5952 2.5310
H 0.4002 1.8032 4.8346
H 2.0752 3.2734 5.8815
H 4.4863 2.7921 5.6138
H 5.2192 0.8404 4.2865
H 3.5709 -0.6128 3.2013
C 4.2233 3.4909 -1.6724
N 2.7823 3.2814 -1.6724
C 2.1214 4.3265 -2.4383
C 2.3107 1.9849 -2.1430
C 2.9029 0.7855 -1.4499
C 4.2115 0.4079 -1.7112
C 4.8393 -0.5938 -0.9792
C 4.1536 -1.2358 0.0342
C 2.8139 -0.9282 0.2513
C 2.1585 0.0636 -0.4993
H 4.4242 4.4898 -1.2850
H 4.6689 3.4277 -2.6766
H 4.7218 2.7796 -1.0187
H 2.3637 5.3034 -2.0202
H 1.0360 4.1912 -2.3952
H 2.4157 4.3238 -3.4984
H 2.4114 1.8835 -3.2386
H 1.2369 1.9854 -1.9414
H 4.7623 0.9156 -2.4930
H 5.8639 -0.8617 -1.2010
H 4.6347 -2.0042 0.6266
H 2.2859 -1.5134 0.9941
*
```

Results
energy above the lowest of the compared OMol25 structures with the same formula, charge and spin = 36.8 kJ/mol
molecular weight = 1206.7 g mol⁻¹
HOMO-LUMO gap = 5.68 eV
electronic energy = -3367.82388 a.u.

Results of the Löwdin charge analysis, in e, for atoms 1 through 8:
1 Ta 1.7043
2 C 0.0477
3 C -0.4523
4 O -0.3644
5 N 0.1649
6 C -0.0747
7 C -0.2652
8 C 0.0003



4.
A 40-piece molecular cluster, H80O40 overall, computed with the ωB97M-V functional and the def2-TZVPD basis.

Structure (ORCA input):
```
! RIJCOSX wB97M-V def2-TZVPD def2/J DEFGRID3
* xyz -1 2
H 4.3750 -3.2722 0.6685
H 5.5694 -2.8108 -0.1881
O 4.8958 -3.5918 -0.0987
H 5.1256 -1.3243 -1.7393
H 4.3295 -1.4235 -0.3531
O 5.0956 -1.1513 -0.8445
H 0.3137 -5.4311 -2.0049
H 0.5867 -6.6789 -1.6338
O -0.0737 -6.2313 -2.1754
H -2.6088 -5.5431 2.9992
H -2.2727 -4.3197 4.0434
O -1.9207 -4.9691 3.3057
H -1.7880 4.7628 2.2172
H -2.9626 5.1840 2.8601
O -2.0529 5.2767 3.0738
H -2.6075 1.5717 -0.0387
O -1.6236 1.7225 -0.2846
H 5.9113 0.5087 -2.0532
O 5.2925 1.0724 -2.6098
H 0.9084 3.7605 0.5960
H 1.6492 2.7080 -0.3269
O 1.3815 3.6679 -0.2161
H -4.2086 -2.7106 3.0240
H -3.8319 -2.7899 4.5356
O -3.4259 -2.6270 3.5915
H -3.7583 2.5454 0.0310
H -4.4402 3.0162 1.1599
O -4.3711 3.2027 0.1712
H 2.6736 -0.0455 -3.8782
H 3.1373 -1.0636 -2.9636
O 2.7463 -0.9762 -3.8523
H 1.0424 -0.7502 -3.3101
O 0.3599 -0.8123 -2.6860
H 1.7487 -4.4041 3.9485
H 1.9328 -2.9355 4.0561
O 1.1444 -3.5767 4.2216
H 0.7555 0.3811 0.0659
H 2.0094 0.6210 1.0335
O 1.6434 0.7533 0.1654
H 5.6863 0.0590 3.7569
H 4.7968 1.0489 3.0448
O 4.9910 0.2318 3.2968
H 3.8993 -0.7482 5.2678
H 2.3325 -0.0798 5.6355
O 3.0020 -0.8417 5.6423
H -1.6250 3.2514 3.3244
H -1.2070 3.4433 4.9259
O -1.8491 3.1506 4.2204
H 0.4137 -2.2749 1.0050
H 0.1001 -2.0732 2.4509
O 0.6474 -1.5848 1.7433
H -0.2901 1.9652 6.1438
O 0.5588 1.9730 6.5166
H -3.0509 -1.0083 -3.4119
H -2.0204 -1.3115 -4.6806
O -2.1937 -1.1515 -3.6892
H 0.8746 4.3020 -2.4253
O 0.6818 5.2357 -2.2677
H 1.7570 2.0061 -4.0449
H 1.3586 3.2899 -4.7277
O 1.0350 2.5677 -4.0381
H -2.3300 -1.0053 -1.4785
H -2.5056 -1.2094 0.1449
O -2.7910 -0.5829 -0.7161
H 1.1319 4.0658 3.8918
H 1.7375 5.2358 3.1291
O 1.9534 4.3091 3.3916
H -0.8590 4.3039 0.1138
H -1.1375 3.1091 0.4021
O -0.9465 3.8546 0.9485
H 1.9755 -0.6634 -1.1144
H 3.1596 -0.0060 -1.0045
O 2.8855 -0.9193 -0.9599
H 2.6828 -3.8875 -1.7074
H 1.7880 -4.5211 -2.9303
O 1.7494 -4.1962 -1.9833
H -4.6388 1.1279 -4.4985
H -4.2283 2.1814 -3.3634
O -4.0401 1.3029 -3.7322
H -1.1585 -0.9509 -6.5067
H -0.5059 -2.1998 -6.4249
O -1.2808 -1.6755 -6.0216
H -5.0201 -0.0025 2.0423
H -4.7564 0.4527 0.6730
O -4.7102 0.7131 1.4669
H -5.6589 -2.8794 0.6277
H -6.3086 -1.6722 0.0548
O -6.0478 -2.0064 0.7743
H 3.2788 1.3278 -1.9396
O 2.4991 1.2215 -2.5325
H -1.1389 -3.2220 -0.1583
H -0.8482 -3.0790 1.4102
O -1.2843 -2.6211 0.6175
H 1.1982 1.3784 6.0879
H -1.3624 1.4074 -1.1395
H 1.1591 5.3394 -1.4470
H 5.5686 1.4958 -3.4343
H -0.5202 -0.5922 -3.0738
H 1.8193 1.9628 -2.1877
O 3.2954 -2.6058 2.4441
H 2.6530 -2.1361 1.8725
H 3.8638 -1.9524 2.7533
O -0.9314 0.9701 -5.7874
H -1.7645 1.1103 -5.4837
H -0.3795 1.3361 -5.1271
O 3.1221 1.8919 2.2991
H 2.6122 1.7187 3.1432
H 2.6948 2.7535 2.0408
O -2.1908 5.0935 -1.0494
H -1.7088 4.9691 -1.8186
H -2.0232 5.9850 -0.9277
O -2.9893 -4.9432 -2.0516
H -2.4038 -5.8047 -1.9196
H -3.6507 -5.4725 -1.3871
O 1.1325 0.3314 3.7253
H 1.4879 0.4647 2.9281
H 0.3565 -0.3894 3.5465
O -5.4787 -1.4559 -2.8925
H -5.7680 -0.7636 -3.5783
H -5.0183 -0.7648 -2.3516
*
```

Results
energy above the lowest of the compared OMol25 structures with the same formula, charge and spin = 965.4 kJ/mol
molecular weight = 720.6 g mol⁻¹
<S²> = 0.7507
HOMO-LUMO gap (alpha / beta) = 1.76 / 9.49 eV
electronic energy = -3057.18485 a.u.

Results of the Löwdin charge analysis, in e, for atoms 1 through 8:
1 H -0.0020
2 H 0.0649
3 O -0.1285
4 H 0.0058
5 H 0.0049
6 O -0.0676
7 H -0.0741
8 H 0.0494



5.
C28H47CoF5N4OS2SbTe as an isolated structure, computed with the ωB97M-V functional and the def2-TZVPD basis.

Structure (ORCA input):
```
! RIJCOSX wB97M-V def2-TZVPD def2/J DEFGRID3
* xyz 1 4
Co 0.4092 1.0253 0.6908
C -3.8339 1.1334 -1.8905
C -4.1541 1.8270 -0.5662
C -5.6504 1.6852 -0.1609
C -3.3824 1.4562 0.6327
C -3.5398 2.2443 1.7708
C -2.9004 2.0160 2.9985
C -2.0933 0.9144 3.1548
C -1.5154 0.5490 4.4804
C -1.9158 0.1020 2.0617
C -2.5699 0.3109 0.8575
H -4.4203 1.5893 -2.6524
H -4.0062 0.0465 -1.9300
H -2.8245 1.3432 -2.1583
H -3.9930 2.8840 -0.7231
H -5.9692 0.7268 -0.4926
H -6.1860 2.4586 -0.7361
H -5.7848 1.7663 0.8957
H -4.0329 3.1847 1.6200
H -3.0819 2.7769 3.7774
H -1.0179 -0.3830 4.4667
H -2.3045 0.3428 5.1959
H -0.9601 1.3824 4.9373
H -1.2475 -0.7474 2.0808
H -2.4971 -0.4194 0.0585
N 1.7351 -0.8733 3.0999
C 1.5141 0.4347 3.4054
N 1.0114 1.2825 2.5712
C 0.8048 2.5398 3.1348
C 1.3768 2.6808 4.3776
S 1.9903 1.1387 4.9594
C 0.0003 3.4556 2.3263
C -0.6058 4.6464 2.6762
S -1.5188 5.3211 1.4201
C -1.0947 3.9889 0.4301
N -0.3645 3.0616 1.0065
N -1.4468 3.8112 -0.8457
H 1.6192 -1.0891 2.1083
H 2.3484 -1.4371 3.6471
H 1.1890 3.5313 4.9778
H -0.5520 5.1023 3.5957
H -2.1083 4.4328 -1.2426
H -0.6584 3.5443 -1.4432
F 4.4217 2.3549 -1.0835
Te 2.9431 3.5599 -1.2049
F 1.8442 1.7562 -0.6617
F 2.5671 2.7973 -2.8195
F 4.1043 4.8248 -1.9920
F 1.1640 4.4264 -1.7019
O 0.6004 -0.8829 0.3095
C 4.2909 -1.0219 -1.6428
C 3.4824 -1.9511 -0.8217
C 3.8882 -3.3567 -1.1025
C 3.7223 -1.5936 0.6344
Sb 1.3050 -1.9380 -1.1027
C 0.4670 -1.2613 -2.9668
C -0.0830 -2.3177 -3.8998
C 1.6034 -0.4816 -3.6528
C -0.6560 -0.2712 -2.6077
C 0.2923 -3.7146 -0.4644
C 0.8177 -4.8882 -1.2360
C 0.4727 -3.8126 1.0726
C -1.1791 -3.4997 -0.8615
H 5.3694 -1.0763 -1.4149
H 3.9784 0.0075 -1.5187
H 4.2003 -1.2222 -2.7109
H 4.9299 -3.4944 -0.7059
H 3.9746 -3.5456 -2.1785
H 3.2795 -4.1574 -0.6529
H 4.7795 -1.5314 0.8330
H 3.2721 -2.3247 1.2741
H 3.1996 -0.6723 0.8210
H 0.5378 -3.2731 -3.9205
H -0.1511 -1.9087 -4.9119
H -1.1332 -2.5861 -3.7463
H 2.3919 -1.1651 -3.9801
H 1.9866 0.3342 -3.0571
H 1.0557 -0.0053 -4.5105
H -1.5130 -0.8214 -2.2225
H -0.9825 0.2168 -3.5069
H -0.2920 0.5241 -1.8550
H 1.8537 -5.0922 -1.2818
H 0.4988 -4.8651 -2.2959
H 0.3118 -5.7807 -0.8021
H 1.4061 -4.1660 1.4036
H -0.2577 -4.6016 1.3806
H 0.2243 -2.8714 1.6022
H -1.2779 -3.4781 -1.9507
H -1.7013 -2.6150 -0.4517
H -1.7779 -4.3447 -0.4084
*
```

Results
energy above the lowest of the compared OMol25 structures with the same formula, charge and spin = 0.0 kJ/mol
molecular weight = 923.1 g mol⁻¹
<S²> = 3.7562
HOMO-LUMO gap (alpha / beta) = 8.38 / 8.31 eV
electronic energy = -4576.01161 a.u.

Results of the Löwdin charge analysis, in e, for atoms 1 through 8:
1 Co 0.7746
2 C -0.0545
3 C -0.3794
4 C -0.0285
5 C -0.2134
6 C -0.0513
7 C -0.0226
8 C -0.2931



6.
C23H26BN5O2STi as an isolated structure, computed with the ωB97M-V functional and the def2-TZVPD basis.

Structure (ORCA input):
```
! RIJCOSX wB97M-V def2-TZVPD def2/J DEFGRID3
* xyz 2 1
Ti 0.2329 0.3599 -0.2455
N -5.9891 8.2615 -1.3595
C -5.3318 7.3335 -1.2053
C -4.5122 6.1661 -1.0098
C -3.5849 5.7920 -1.9777
C -2.8120 4.6615 -1.7854
C -2.9439 3.9120 -0.6156
C -3.8659 4.3007 0.3577
C -4.6567 5.4158 0.1563
C -2.1040 2.7110 -0.4150
C -1.2777 2.6731 0.7354
C -1.1204 3.6564 1.7083
C -0.2294 3.1749 2.6785
C 0.1567 1.9184 2.2753
N -0.4613 1.5772 1.0956
C -2.1842 1.6943 -1.3664
C -3.0810 1.6041 -2.4493
C -2.8356 0.4109 -3.1107
C -1.8052 -0.2176 -2.4245
N -1.4004 0.5197 -1.3619
H -3.4733 6.3863 -2.8739
H -2.0830 4.3713 -2.5311
H -3.9833 3.7129 1.2591
H -5.3881 5.7134 0.8948
H -1.5995 4.6219 1.7016
H 0.0977 3.6819 3.5709
H 0.8413 1.2375 2.7602
H -3.8379 2.3324 -2.6912
H -3.3453 0.0268 -3.9783
H -1.3482 -1.1708 -2.6482
N -1.7474 -3.5918 0.6739
C -1.3488 -2.3444 0.8397
N -2.1607 -1.4646 1.4030
S 0.2743 -1.9549 0.3375
H -2.6389 -3.9242 1.0120
H -1.1343 -4.2671 0.2446
H -3.0899 -1.7238 1.7014
H -1.8532 -0.5252 1.6039
C 4.2737 -0.2180 -2.6608
C 4.1195 0.9021 -1.6484
C 5.2789 1.8693 -1.7051
O 2.8805 1.6331 -2.0308
B 1.8913 1.1107 -1.3288
O 2.2848 0.2376 -0.2965
C 3.7993 0.3865 -0.2035
C 4.0189 1.4236 0.8774
C 4.3912 -0.9521 0.1513
H 4.2880 0.2118 -3.6610
H 3.4519 -0.9346 -2.6083
H 5.2113 -0.7496 -2.5034
H 5.4490 2.1627 -2.7398
H 6.1861 1.3906 -1.3338
H 5.0874 2.7679 -1.1237
H 3.5810 2.3862 0.6117
H 5.0872 1.5628 1.0383
H 3.5836 1.0752 1.8141
H 4.0700 -1.7345 -0.5321
H 4.1086 -1.2275 1.1671
H 5.4794 -0.8866 0.1125
*
```

Results
energy above the lowest of the compared OMol25 structures with the same formula, charge and spin = 0.0 kJ/mol
molecular weight = 495.2 g mol⁻¹
HOMO-LUMO gap = 6.81 eV
electronic energy = -2588.40532 a.u.

Results of the natural (NBO) charge analysis, in e, for atoms 1 through 8:
1 Ti 1.4067
2 N -0.2128
3 C 0.2329
4 C -0.1215
5 C -0.1410
6 C -0.2113
7 C -0.0188
8 C -0.2157